1.
The following is a quantum chemistry calculation of a structure of composition C48H56FFeN5O5S3Sb, from the OMol25 dataset.

Values from the calculation:
Energy   -144509.320 eV
Spin multiplicity   6
Total charge   +2
HOMO-LUMO gap (spin up / spin down)   6.3 / 6.1 eV

Element x y z (Å)
1 Fe -0.8427 0.1992 -0.6252
2 F -1.3372 -3.2326 -6.1461
3 C -0.6032 -3.6355 -5.0914
4 C -0.7872 -2.9868 -3.9092
5 C -0.0195 -3.3132 -2.7957
6 C -0.1768 -2.5471 -1.5613
7 O -1.1064 -1.7207 -1.4638
8 C 0.8000 -2.8070 -0.5469
9 C 1.6658 -3.8437 -0.7144
10 N 1.7378 -4.6193 -1.8124
11 C 2.7925 -5.6159 -1.9148
12 C 2.4231 -7.0689 -1.9742
13 C 3.0570 -6.5013 -0.7416
14 C 0.9300 -4.3312 -2.9119
15 C 1.0734 -5.0177 -4.1227
16 C 0.3354 -4.6795 -5.2447
17 N 0.5170 -5.3847 -6.4596
18 C -0.3098 -5.1261 -7.6545
19 C -0.0346 -6.2295 -8.6867
20 N 0.3661 -7.4717 -7.9366
21 C 1.7391 -7.2955 -7.3335
22 C 1.8464 -5.8544 -6.8305
23 C 1.0157 -1.9192 0.6404
24 O 1.6272 -2.3697 1.6235
25 O 0.6397 -0.6955 0.5373
26 H -1.5088 -2.1814 -3.8449
27 H 2.3784 -4.0640 0.0697
28 H 3.6429 -5.2767 -2.4916
29 H 3.0098 -7.7149 -2.6138
30 H 1.3683 -7.3088 -1.9232
31 H 4.0880 -6.7467 -0.5266
32 H 2.4300 -6.3955 0.1350
33 H 1.7865 -5.8311 -4.1696
34 H -0.1136 -4.1585 -8.1164
35 H -1.3572 -5.1523 -7.3740
36 H 0.7801 -5.9864 -9.3633
37 H -0.9222 -6.4351 -9.2768
38 H 0.3331 -8.2981 -8.5277
39 H -0.2997 -7.6015 -7.1783
40 H 2.4761 -7.5061 -8.1025
41 H 1.8418 -8.0228 -6.5342
42 H 2.2686 -5.2135 -7.6097
43 H 2.5292 -5.8198 -5.9932
44 S -1.2493 1.4696 1.4359
45 C -2.3613 2.5837 0.8987
46 N -2.7004 3.6475 1.5822
47 C -3.7385 4.5478 1.0499
48 C -3.4989 4.7344 -0.4137
49 N -3.5252 3.4186 -1.0739
50 C -4.1902 3.3842 -2.3927
51 C -5.6931 3.4917 -2.2473
52 C -6.4190 2.4704 -1.6309
53 C -7.7955 2.5780 -1.4968
54 C -8.4588 3.7034 -1.9764
55 C -7.7416 4.7237 -2.5822
56 C -6.3597 4.6200 -2.7108
57 C -3.0097 2.3733 -0.4823
58 S -3.0142 0.8421 -1.1392
59 C -2.1792 3.9270 2.9394
60 C -3.1064 3.4307 4.0238
61 C -2.8292 2.2388 4.6870
62 C -3.6695 1.7848 5.6953
63 C -4.8004 2.5136 6.0376
64 C -5.0871 3.7005 5.3739
65 C -4.2399 4.1589 4.3752
66 H -3.6679 5.5029 1.5628
67 H -4.7319 4.1318 1.2279
68 H -2.5331 5.2137 -0.5885
69 H -4.2821 5.3529 -0.8431
70 H -3.9022 2.4644 -2.8848
71 H -3.8094 4.2252 -2.9695
72 H -5.9041 1.5892 -1.2596
73 H -8.3560 1.7792 -1.0262
74 H -9.5352 3.7813 -1.8817
75 H -8.2544 5.6005 -2.9593
76 H -5.7990 5.4229 -3.1825
77 H -2.0368 5.0036 3.0154
78 H -1.2142 3.4410 3.0216
79 H -1.9553 1.6621 4.4049
80 H -3.4376 0.8658 6.2195
81 H -5.4519 2.1655 6.8295
82 H -5.9630 4.2764 5.6443
83 H -4.4606 5.1008 3.8801
84 C 2.1906 -0.4280 6.0616
85 C 1.0429 -0.2938 5.0561
86 Sb 1.7135 -0.0061 3.0229
87 C 2.1111 2.1075 2.8458
88 C 2.1916 2.7969 4.2123
89 C 3.7015 -0.7725 3.0004
90 C 4.7406 0.1413 3.6598
91 H 1.7825 -0.6407 7.0535
92 H 2.7767 0.4882 6.1425
93 H 2.8658 -1.2483 5.8082
94 H 0.4006 0.5625 5.2684
95 H 0.4259 -1.1904 5.0199
96 H 1.3156 2.5150 2.2252
97 H 3.0462 2.1788 2.2887
98 H 1.2568 2.7094 4.7717
99 H 2.3969 3.8618 4.0801
100 H 2.9926 2.3889 4.8321
101 H 3.9142 -0.9387 1.9444
102 H 3.6356 -1.7501 3.4800
103 H 4.7781 1.1274 3.1951
104 H 5.7346 -0.2998 3.5571
105 H 4.5563 0.2749 4.7267
106 O -1.3031 -1.4060 -8.4295
107 C -0.1229 -1.3308 -7.7752
108 O 0.8181 -1.9389 -8.2117
109 C -0.0724 -0.5497 -6.5081
110 C -1.2002 -0.1545 -5.7902
111 C -1.0781 0.3899 -4.5160
112 C 0.1826 0.5764 -3.9357
113 S 0.4852 1.1223 -2.2857
114 C 1.3046 0.2448 -4.7018
115 C 1.1759 -0.3198 -5.9522
116 H -1.9614 -0.8399 -8.0158
117 H -2.2064 -0.3142 -6.1730
118 H -1.9679 0.6346 -3.9476
119 H 2.2890 0.3955 -4.2763
120 H 2.0519 -0.6123 -6.5194

Löwdin population analysis, charges in e, atoms 1 to 99: atom 1 (Fe): 0.167, atom 2 (F): 0.072, atom 3 (C): -0.172, atom 4 (C): 0.094, atom 5 (C): -0.041, atom 6 (C): -0.271, atom 7 (O): -0.067, atom 8 (C): -0.014, atom 9 (C): 0.055, atom 10 (N): 0.021, atom 11 (C): -0.257, atom 12 (C): -0.091, atom 13 (C): -0.078, atom 14 (C): -0.103, atom 15 (C): 0.062, atom 16 (C): -0.106, atom 17 (N): -0.068, atom 18 (C): -0.110, atom 19 (C): -0.065, atom 20 (N): 0.065, atom 21 (C): -0.065, atom 22 (C): -0.122, atom 23 (C): -0.582, atom 24 (O): -0.043, atom 25 (O): -0.239, atom 26 (H): 0.136, atom 27 (H): 0.151, atom 28 (H): 0.158, atom 29 (H): 0.106, atom 30 (H): 0.117, atom 31 (H): 0.115, atom 32 (H): 0.115, atom 33 (H): 0.102, atom 34 (H): 0.114, atom 35 (H): 0.132, atom 36 (H): 0.140, atom 37 (H): 0.141, atom 38 (H): 0.185, atom 39 (H): 0.181, atom 40 (H): 0.139, atom 41 (H): 0.134, atom 42 (H): 0.142, atom 43 (H): 0.119, atom 44 (S): 0.788, atom 45 (C): -0.611, atom 46 (N): -0.072, atom 47 (C): -0.091, atom 48 (C): -0.082, atom 49 (N): -0.072, atom 50 (C): -0.095, atom 51 (C): -0.219, atom 52 (C): -0.036, atom 53 (C): -0.066, atom 54 (C): -0.072, atom 55 (C): -0.067, atom 56 (C): -0.047, atom 57 (C): -0.627, atom 58 (S): 0.781, atom 59 (C): -0.101, atom 60 (C): -0.208, atom 61 (C): -0.044, atom 62 (C): -0.065, atom 63 (C): -0.068, atom 64 (C): -0.064, atom 65 (C): -0.043, atom 66 (H): 0.134, atom 67 (H): 0.149, atom 68 (H): 0.151, atom 69 (H): 0.135, atom 70 (H): 0.085, atom 71 (H): 0.136, atom 72 (H): 0.094, atom 73 (H): 0.110, atom 74 (H): 0.111, atom 75 (H): 0.111, atom 76 (H): 0.116, atom 77 (H): 0.137, atom 78 (H): 0.077, atom 79 (H): 0.083, atom 80 (H): 0.109, atom 81 (H): 0.111, atom 82 (H): 0.111, atom 83 (H): 0.111, atom 84 (C): -0.167, atom 85 (C): -0.380, atom 86 (Sb): 1.687, atom 87 (C): -0.391, atom 88 (C): -0.166, atom 89 (C): -0.390, atom 90 (C): -0.162, atom 91 (H): 0.081, atom 92 (H): 0.054, atom 93 (H): 0.069, atom 94 (H): 0.034, atom 95 (H): 0.051, atom 96 (H): 0.006, atom 97 (H): 0.052, atom 98 (H): 0.061, atom 99 (H): 0.080


2.
The following is a quantum chemistry calculation of a structure of composition C48H57KN7O3S, from the OMol25 dataset.

Values from the calculation:
Energy   -94433.158 eV
Spin multiplicity   1
Total charge   -1
HOMO-LUMO gap (spin up / spin down)   5.3 / 5.3 eV

Element x y z (Å)
1 K 0.7169 0.8581 -0.7251
2 C -3.8198 -1.7988 -4.3299
3 C -4.7753 -1.0114 -3.3706
4 C -4.0197 -0.2488 -2.3068
5 C -4.1561 1.0671 -1.8712
6 C -5.1992 2.0937 -2.2187
7 C -6.0701 2.4949 -1.0001
8 C -3.0448 1.2367 -0.9225
9 C -2.8027 2.4073 -0.1672
10 C -1.9482 2.4553 0.9837
11 C -1.6016 3.6692 1.7386
12 C -1.8468 5.0962 1.4715
13 C -0.8357 5.6488 0.4562
14 C -0.6915 3.2881 2.6988
15 C -0.5506 1.8611 2.5444
16 C 0.2495 1.0342 3.3492
17 C 0.6703 -0.2848 3.0582
18 N 0.3415 -1.1389 2.0302
19 C 1.1119 -2.2658 2.2288
20 C 1.0298 -3.4130 1.3623
21 C 0.1839 -3.5714 0.2744
22 N -0.2166 -2.5439 -0.6244
23 C -1.4475 -2.9620 -1.2354
24 C -2.4989 -2.2136 -1.7449
25 C -2.8622 -0.8313 -1.6438
26 N -2.2632 0.0818 -0.8522
27 C -1.5150 -4.3814 -1.0028
28 C -0.5783 -4.7349 -0.0162
29 C -0.3552 -6.0948 0.5377
30 C 0.7265 -6.8685 -0.2272
31 C -2.4610 -5.3184 -1.6891
32 C -3.6008 -5.8019 -0.7490
33 C 1.9216 -2.1377 3.4077
34 C 1.5875 -0.9054 3.9835
35 C 2.2261 -0.2444 5.1466
36 C 3.4266 0.5448 4.6067
37 C 2.9542 -3.1112 3.8287
38 C 2.5426 -3.8721 5.1001
39 N -1.2660 1.4287 1.4924
40 C 0.1890 4.1644 3.5563
41 C -0.3891 4.7064 4.8545
42 H -4.0365 -1.5061 -5.3848
43 H -3.8980 -2.8934 -4.2779
44 H -2.7392 -1.5433 -4.2192
45 H -5.4892 -1.7305 -2.9057
46 H -5.3860 -0.3218 -3.9266
47 H -5.8463 1.7399 -3.0150
48 H -4.7164 3.0391 -2.5724
49 H -6.3241 1.5653 -0.4419
50 H -7.0313 2.9472 -1.3163
51 H -5.5503 3.2339 -0.3939
52 H -3.2754 3.3383 -0.5016
53 H -1.7741 5.6655 2.3858
54 H -2.8356 5.2641 0.9906
55 H 0.1951 5.4938 0.8231
56 H -0.9769 6.7445 0.3308
57 H -0.9345 5.2011 -0.5463
58 H 0.5529 1.4311 4.3245
59 H 1.8059 -4.1934 1.4789
60 H -3.1987 -2.8470 -2.2561
61 H -1.3025 -6.6867 0.4915
62 H -0.0366 -6.0546 1.6092
63 H 0.3836 -6.9782 -1.2665
64 H 0.8736 -7.8730 0.1654
65 H 1.6542 -6.3006 -0.2895
66 H -1.8945 -6.1586 -2.1144
67 H -2.9044 -4.8604 -2.5863
68 H -3.1929 -6.0832 0.2273
69 H -4.1881 -6.6337 -1.1926
70 H -4.3137 -4.9731 -0.5946
71 H 2.5354 -1.0150 5.9084
72 H 1.4835 0.4365 5.6158
73 H 4.2252 -0.0961 4.2713
74 H 3.8170 1.2013 5.3950
75 H 3.0769 1.1767 3.7584
76 H 3.9008 -2.5546 4.0319
77 H 3.1531 -3.8374 3.0174
78 H 2.4294 -3.1576 5.9433
79 H 3.2630 -4.6430 5.3706
80 H 1.5542 -4.3814 4.9539
81 H 0.5820 5.0186 2.9576
82 H 1.0603 3.4925 3.8279
83 H -1.1822 5.4304 4.6202
84 H 0.3890 5.2536 5.4323
85 H -0.8304 3.8975 5.4348
86 C 4.7516 3.6310 1.3772
87 C 3.9655 2.7430 0.4063
88 O 2.7546 2.6138 0.4848
89 C 4.8868 2.1349 -0.5628
90 C 6.2538 2.1955 -0.2896
91 C 7.1907 1.6194 -1.1293
92 C 6.7744 1.0478 -2.3373
93 C 5.4260 1.1140 -2.6749
94 C 4.3663 1.4210 -1.7653
95 O 3.1608 1.1071 -1.9828
96 H 4.0233 4.2108 1.9966
97 H 5.4453 4.3053 0.8629
98 H 5.3532 3.0340 2.0928
99 H 6.6538 2.6650 0.5952
100 H 8.2442 1.6087 -0.9076
101 H 7.5136 0.6305 -2.9669
102 H 5.0618 0.7465 -3.6392
103 O 1.8693 -2.0715 -1.0815
104 N 0.7245 -1.7486 -1.2922
105 C -2.0395 1.9211 -5.4476
106 N -0.8308 1.3109 -5.0525
107 C -0.4308 0.0192 -5.4118
108 C 0.6937 -0.2533 -4.7182
109 N 0.9563 0.8012 -3.8657
110 C 0.0284 1.8200 -4.0845
111 S -0.0326 3.2997 -3.3947
112 H -2.1598 1.8088 -6.5401
113 H -1.9980 2.9973 -5.1492
114 H -2.9020 1.4284 -4.9617
115 H -0.9761 -0.5384 -6.1508
116 H 1.3045 -1.1685 -4.6588
117 H 1.8274 0.9146 -3.3292

Löwdin population analysis, charges in e, atoms 1 to 99: atom 1 (K): 0.656, atom 2 (C): -0.112, atom 3 (C): -0.177, atom 4 (C): -0.145, atom 5 (C): -0.134, atom 6 (C): -0.203, atom 7 (C): -0.101, atom 8 (C): -0.226, atom 9 (C): 0.083, atom 10 (C): -0.238, atom 11 (C): -0.142, atom 12 (C): -0.209, atom 13 (C): -0.087, atom 14 (C): -0.135, atom 15 (C): -0.254, atom 16 (C): 0.079, atom 17 (C): -0.237, atom 18 (N): 0.145, atom 19 (C): -0.220, atom 20 (C): 0.044, atom 21 (C): -0.173, atom 22 (N): 0.027, atom 23 (C): -0.116, atom 24 (C): 0.048, atom 25 (C): -0.243, atom 26 (N): 0.126, atom 27 (C): -0.123, atom 28 (C): -0.132, atom 29 (C): -0.197, atom 30 (C): -0.091, atom 31 (C): -0.188, atom 32 (C): -0.084, atom 33 (C): -0.155, atom 34 (C): -0.155, atom 35 (C): -0.202, atom 36 (C): -0.083, atom 37 (C): -0.206, atom 38 (C): -0.102, atom 39 (N): 0.113, atom 40 (C): -0.206, atom 41 (C): -0.109, atom 42 (H): 0.068, atom 43 (H): 0.058, atom 44 (H): 0.065, atom 45 (H): 0.116, atom 46 (H): 0.081, atom 47 (H): 0.089, atom 48 (H): 0.118, atom 49 (H): 0.088, atom 50 (H): 0.066, atom 51 (H): 0.053, atom 52 (H): 0.107, atom 53 (H): 0.089, atom 54 (H): 0.111, atom 55 (H): 0.072, atom 56 (H): 0.072, atom 57 (H): 0.068, atom 58 (H): 0.100, atom 59 (H): 0.114, atom 60 (H): 0.075, atom 61 (H): 0.101, atom 62 (H): 0.121, atom 63 (H): 0.070, atom 64 (H): 0.067, atom 65 (H): 0.074, atom 66 (H): 0.107, atom 67 (H): 0.097, atom 68 (H): 0.056, atom 69 (H): 0.073, atom 70 (H): 0.077, atom 71 (H): 0.109, atom 72 (H): 0.102, atom 73 (H): 0.062, atom 74 (H): 0.068, atom 75 (H): 0.085, atom 76 (H): 0.115, atom 77 (H): 0.099, atom 78 (H): 0.062, atom 79 (H): 0.057, atom 80 (H): 0.087, atom 81 (H): 0.110, atom 82 (H): 0.112, atom 83 (H): 0.061, atom 84 (H): 0.076, atom 85 (H): 0.070, atom 86 (C): -0.052, atom 87 (C): -0.405, atom 88 (O): 0.014, atom 89 (C): -0.092, atom 90 (C): -0.091, atom 91 (C): -0.136, atom 92 (C): -0.108, atom 93 (C): -0.037, atom 94 (C): -0.372, atom 95 (O): -0.149, atom 96 (H): 0.083, atom 97 (H): 0.077, atom 98 (H): 0.081, atom 99 (H): 0.085


For each record above, in turn, the calculated relative energy (zero: lowest compared OMol25 entry of this formula, charge and spin) values are 50.34 0.00 kJ/mol.